[1]
DFT (the ωB97M-V functional and the def2-TZVPD basis) results for 6 unconnected molecules or ions with the total composition C15H43N3O11.

```
72
Properties=species:S:1:pos:R:3:forces:R:3:lowdin_charge:R:1
C 32.98405 16.05063 -10.35156 0.967 -0.730 -1.117 -0.159
O 31.96306 16.81241 -9.87750 -3.463 1.267 0.869 -0.189
C 30.80277 16.11276 -9.32383 0.693 -1.080 0.842 -0.182
C 29.77829 17.00708 -8.62285 1.984 -2.360 -0.604 -0.261
N 29.33370 17.91103 -9.62117 0.432 0.610 1.219 -0.029
C 28.62207 18.98117 -8.95577 -0.381 0.463 -1.448 -0.201
C 27.99670 19.86687 -9.99205 -2.648 0.457 2.435 -0.274
O 28.82462 20.84985 -10.48219 0.917 -0.792 0.593 -0.131
C 28.59437 21.11296 -11.78050 0.951 0.328 -3.230 -0.172
H 32.70640 15.04716 -10.67417 -0.165 -0.461 0.775 0.089
H 33.80355 16.09323 -9.63412 0.278 -0.533 -0.137 0.090
H 33.30352 16.43523 -11.32011 0.369 0.609 0.065 0.083
H 31.18266 15.53721 -8.47971 0.168 -0.835 -0.279 0.109
H 30.27638 15.48728 -10.04480 0.449 -0.075 -0.414 0.128
H 30.42404 17.27225 -7.78571 -0.410 1.686 0.537 0.118
H 29.01385 16.36314 -8.18803 -0.253 -0.027 -0.293 0.101
H 30.25091 18.22598 -9.90341 -0.081 0.873 -1.009 0.109
H 29.25601 19.59116 -8.31224 -0.108 -0.121 0.485 0.129
H 27.78189 18.50563 -8.44975 0.129 0.145 0.554 0.117
H 27.19300 20.42720 -9.51433 -0.329 0.257 0.840 0.117
H 27.32635 19.26763 -10.60820 1.042 -0.229 -1.383 0.129
H 29.49495 21.59213 -12.16448 -0.242 0.729 -0.047 0.093
H 27.68877 21.64919 -12.06414 -0.196 0.572 0.556 0.090
H 28.55607 20.24239 -12.43530 -0.108 -0.748 0.265 0.088
N 28.21125 13.93793 -7.42791 3.354 1.820 3.065 0.186
C 27.50260 13.32650 -8.31257 -1.904 0.333 0.024 -0.822
N 26.27345 13.83739 -8.34990 -2.415 0.584 -0.787 0.160
O 27.82800 12.41136 -8.97449 1.595 -3.330 -2.484 0.081
H 29.11775 13.55329 -7.20341 -0.069 0.411 0.165 0.125
H 27.74728 14.63425 -6.86225 0.730 -0.066 0.134 0.076
H 26.05161 14.50213 -7.62255 -0.782 -0.304 -0.417 0.060
H 25.63630 13.19247 -8.79511 -0.451 0.623 0.289 0.116
O 26.12399 16.39496 -6.47848 1.261 -0.596 -0.655 -0.088
C 25.38576 15.94479 -5.37768 -0.381 1.024 1.377 -0.230
C 26.25409 15.98999 -4.07061 -0.387 1.023 -2.139 -0.255
O 25.37804 15.72243 -3.04715 -0.645 -1.070 1.204 -0.038
H 25.56035 16.75358 -7.16791 -0.125 -0.028 0.064 0.101
H 24.52146 16.60792 -5.34128 -0.161 -0.020 0.834 0.124
H 24.97816 14.93429 -5.40680 0.236 -0.332 -0.559 0.119
H 26.67313 16.97378 -3.85928 0.312 0.298 -0.595 0.110
H 27.07707 15.29550 -4.23936 0.052 -0.319 0.407 0.108
H 25.83123 15.23226 -2.35726 -0.104 -0.020 0.147 0.101
O 30.51152 21.10334 -2.79450 0.695 -0.733 -1.027 -0.077
C 30.02611 20.80147 -4.11741 -1.351 -0.204 -0.281 -0.195
C 28.85532 19.72673 -4.06611 0.802 -0.744 0.375 -0.236
O 28.08769 19.58252 -5.22210 -0.320 1.600 -1.657 -0.071
H 29.80357 21.19350 -2.15238 -0.346 -0.012 -0.384 0.074
H 29.85803 21.73242 -4.65887 -1.316 0.299 0.352 0.109
H 30.76137 20.44154 -4.83709 0.860 -0.750 1.003 0.112
H 28.22811 19.85047 -3.18327 -0.054 0.491 0.217 0.111
H 29.29324 18.73159 -3.98845 0.774 0.118 0.849 0.088
H 27.37063 18.94560 -5.18031 0.235 -0.124 0.507 0.069
O 31.50291 15.40144 -2.92573 -0.113 0.047 -0.474 -0.079
C 30.64186 16.24910 -3.70524 -0.058 -1.197 -0.230 -0.214
C 30.09936 15.39977 -4.89355 0.514 0.178 0.451 -0.222
O 31.20906 14.72709 -5.54619 -1.570 0.948 0.074 -0.067
H 32.19646 15.99814 -2.63497 0.271 0.071 0.411 0.048
H 29.85153 16.59662 -3.03988 -0.256 0.241 -0.282 0.110
H 31.26518 17.07441 -4.04937 -0.395 0.245 -0.292 0.119
H 29.47581 16.00125 -5.55499 0.761 0.629 -0.622 0.091
H 29.31870 14.69926 -4.59697 0.460 -0.698 0.724 0.092
H 31.91920 14.83062 -4.90856 0.311 -0.330 0.213 0.062
O 30.72281 17.44019 0.99771 -1.231 -1.216 0.772 -0.066
C 31.57177 18.32055 0.35185 1.433 -0.891 0.102 -0.220
C 32.67277 17.43867 -0.34716 0.079 -0.350 1.425 -0.243
O 32.74247 17.78211 -1.66411 0.474 0.658 -2.954 -0.076
H 30.31815 17.82626 1.77796 0.050 0.137 -0.097 0.088
H 31.03429 18.87769 -0.41549 0.262 0.176 -0.170 0.110
H 32.00288 18.97452 1.10984 0.281 0.410 -0.324 0.116
H 32.52189 16.35917 -0.34366 -1.271 -0.033 0.539 0.117
H 33.68145 17.42070 0.06555 0.031 0.899 0.678 0.120
H 33.54774 18.26717 -1.85871 -0.120 0.097 -0.042 0.108
```
Forces are in eV/Å.

Summary:
structure (SMILES): COCCNCCOC.NC(N)=O.OCCO.OCCO.OCCO.OCCO
spin multiplicity: 1

---

[2]
DFT (the ωB97M-V functional and the def2-TZVPD basis) results for C6H6 in the gas phase.

```
12
Properties=species:S:1:pos:R:3:forces:R:3:nbo_charge:R:1
C -2.59276 2.35686 1.64819 0.245 -0.243 -0.229 -0.175
C -1.90109 1.65596 0.95126 -0.242 0.236 0.232 -0.077
C -1.08533 0.85108 0.17771 0.255 -0.249 -0.220 -0.122
C -0.34777 0.14792 -0.47201 -0.257 0.277 0.280 0.102
C 0.63177 -0.70088 -1.15313 -0.027 0.016 -0.044 -0.482
C 1.61696 -1.31096 -0.14726 0.069 -0.048 0.053 -0.588
H -3.19467 2.97530 2.27662 0.088 -0.109 -0.137 0.238
H 0.11516 -1.49214 -1.70964 0.048 0.130 0.089 0.233
H 1.17049 -0.09832 -1.89444 -0.086 -0.060 0.114 0.233
H 2.42078 -1.84277 -0.66492 -0.129 0.057 0.050 0.211
H 2.06155 -0.52703 0.47250 -0.036 -0.119 -0.102 0.214
H 1.10491 -2.01501 0.51512 0.071 0.113 -0.087 0.213
```
Forces are in eV/Å.

Summary:
structure (SMILES): C#CC#CCC
spin multiplicity: 1

---

[3]
DFT (the ωB97M-V functional and the def2-TZVPD basis) results for 5 unconnected molecules or ions with the total composition C29H47ClF8N3O7S.

```
96
Properties=species:S:1:pos:R:3:forces:R:3:lowdin_charge:R:1
C 4.53657 -0.48426 -4.12742 0.602 0.262 0.101 -0.110
N 3.46099 -1.51115 -3.87544 -0.333 1.998 0.236 -0.088
C 2.10960 -0.90939 -4.05007 -0.495 -3.095 -1.223 -0.159
N 1.51720 -0.37875 -2.76290 -0.813 1.602 1.885 0.027
C 1.40760 1.06378 -2.62325 -1.952 -2.865 4.976 -0.014
C 1.80754 2.25978 -3.58332 -1.110 0.356 0.080 -0.069
C 3.07818 3.10181 -3.10891 3.213 -1.026 1.489 -0.678
O 4.13308 2.65184 -2.64816 -4.329 1.296 -1.801 0.025
Cl 2.93274 4.93653 -3.24659 -0.312 -1.864 -0.094 0.622
C 0.75516 1.15371 -1.23187 1.330 1.754 -2.789 -0.014
C 0.44493 2.63373 -0.73497 -0.350 0.014 0.148 -0.053
C -1.00135 3.14452 -1.29593 0.549 0.118 0.563 -0.126
F -1.73087 3.62666 -0.15232 0.731 -0.899 -1.947 -0.079
N 0.51200 -0.13958 -0.64740 2.373 0.724 -3.446 0.130
C -0.12823 -0.38063 0.66199 -0.756 -0.144 2.695 -0.246
F 0.35239 -1.54015 1.31683 -0.782 2.548 -2.162 0.110
F 0.09647 0.69228 1.58066 -0.154 -2.331 -2.703 0.114
C -1.74015 -0.49606 0.55086 -1.824 -0.155 -1.341 -0.184
F -2.26988 0.56631 -0.25331 1.701 -2.178 1.791 0.089
F -2.16530 -1.68798 -0.06621 1.585 2.582 1.400 0.112
C -2.49444 -0.40050 1.96155 -3.029 -0.035 1.822 -0.317
F -2.65235 0.92276 2.43426 1.010 -3.342 -1.241 0.116
F -3.82246 -0.87030 1.72810 3.291 1.110 0.436 0.101
F -1.96620 -1.22072 2.96648 -0.743 2.188 -2.539 0.119
C 1.02957 -1.11646 -1.61898 0.322 3.405 -1.217 -0.105
S 1.07578 -2.96065 -1.46408 -2.117 -7.388 -2.399 0.765
C 2.21404 -3.54972 -0.08273 -0.428 0.108 0.997 -0.107
O 1.59753 -3.65239 -2.71786 -0.291 3.665 2.839 -0.339
O -0.28414 -3.58071 -1.20330 3.203 3.363 0.373 -0.329
H 4.55747 0.21492 -3.22612 0.286 -0.386 -1.506 0.072
H 5.56132 -0.98666 -4.22194 -1.586 0.574 0.210 0.100
H 4.35788 0.06469 -5.12416 0.149 -0.775 1.656 0.101
H 3.53696 -1.71471 -2.86394 -0.001 -0.476 -0.960 0.092
H 2.05538 -0.15458 -4.91118 0.204 -0.779 1.783 0.140
H 1.41592 -1.77714 -4.36922 0.962 1.429 0.641 0.143
H 0.91313 2.99078 -3.57687 1.398 -1.201 -0.018 0.112
H 1.92623 1.95344 -4.68742 0.044 0.323 1.850 0.144
H 1.20580 3.37036 -1.19540 -0.856 -1.605 0.738 0.112
H 0.54087 2.78325 0.40915 -0.456 -0.251 -1.883 0.118
H -0.85223 4.01356 -2.01891 -0.238 -0.975 1.149 0.115
H -1.55709 2.32782 -1.87215 0.473 1.107 1.220 0.126
H 1.50160 -3.74782 0.80346 1.206 0.542 -1.393 0.091
H 3.02909 -2.79525 0.16854 -1.098 -1.029 -0.405 0.085
H 2.62163 -4.57662 -0.40992 -0.675 1.820 0.047 0.094
C -2.19093 -2.46230 6.24983 -0.324 0.332 0.054 -0.181
C -1.40237 -3.36005 7.17762 0.436 -0.016 0.144 -0.178
C -2.03776 -4.71262 6.92211 -0.248 -0.269 0.066 -0.202
O -2.48812 -4.70826 5.56038 0.116 0.337 0.108 -0.134
C -2.42231 -3.36861 5.05655 0.055 -0.277 -0.215 -0.224
H -1.67372 -1.53729 5.98831 -0.037 -0.053 -0.001 0.109
H -3.14852 -2.20048 6.71162 0.069 0.020 -0.062 0.119
H -0.35090 -3.37732 6.87212 -0.051 -0.009 0.064 0.115
H -1.44810 -3.05879 8.22540 -0.005 -0.048 -0.074 0.116
H -2.91117 -4.86931 7.56369 0.070 -0.012 0.074 0.119
H -1.34049 -5.53934 7.07550 -0.093 -0.001 -0.097 0.118
H -1.58549 -3.31703 4.35087 -0.010 0.072 -0.034 0.104
H -3.34446 -3.13122 4.52128 0.026 -0.126 -0.002 0.115
C 0.50671 -9.08984 0.37147 -0.305 -0.162 0.293 -0.173
C 0.40753 -8.23788 -0.87526 0.121 -0.067 -0.474 -0.169
C 0.73361 -6.85802 -0.34000 -0.154 0.251 0.202 -0.217
O 1.63041 -7.04123 0.76443 -0.096 -0.022 -0.169 -0.156
C 1.65599 -8.43370 1.11158 0.367 -0.086 0.111 -0.200
H 0.68038 -10.14757 0.16811 0.014 0.089 0.029 0.118
H -0.41442 -9.00014 0.95646 0.077 -0.051 -0.025 0.119
H 1.16921 -8.54816 -1.59800 -0.081 0.040 0.013 0.119
H -0.56643 -8.28571 -1.36469 0.075 0.040 0.043 0.119
H -0.16346 -6.35544 0.03697 -0.038 0.033 -0.125 0.120
H 1.20274 -6.21679 -1.09079 -0.004 -0.024 0.023 0.096
H 2.61994 -8.84175 0.78948 -0.031 -0.071 0.053 0.119
H 1.57584 -8.54413 2.19498 0.040 0.128 -0.057 0.119
C -3.11063 6.72113 -3.86376 0.000 0.094 0.427 -0.175
C -2.05998 6.71064 -4.95250 0.109 0.261 -0.345 -0.173
C -1.76760 5.22981 -5.09373 -0.070 -0.287 -0.030 -0.215
O -2.97645 4.53447 -4.76573 0.256 0.216 0.095 -0.147
C -3.89717 5.46277 -4.17311 -0.350 -0.101 -0.148 -0.199
H -3.72950 7.61951 -3.85887 0.036 -0.089 0.004 0.119
H -2.63042 6.63054 -2.88338 -0.069 0.043 -0.026 0.112
H -2.48647 7.09740 -5.88336 0.087 -0.038 0.052 0.121
H -1.17281 7.29951 -4.71333 -0.050 -0.053 -0.031 0.116
H -0.99280 4.90752 -4.38632 0.169 0.059 0.011 0.089
H -1.45098 4.95930 -6.10381 -0.052 -0.086 0.071 0.119
H -4.69009 5.65954 -4.90202 -0.028 0.028 0.084 0.122
H -4.34589 5.01801 -3.28231 0.049 -0.083 -0.098 0.118
C -0.20193 6.08237 3.36327 -0.430 0.001 0.118 -0.169
C 1.05128 5.58000 4.04579 0.393 0.204 0.138 -0.171
C 1.27822 4.25162 3.35192 0.026 -0.372 0.076 -0.200
O 0.76318 4.38607 2.01818 -0.010 0.048 0.114 -0.177
C -0.00232 5.59892 1.94071 -0.025 0.180 -0.371 -0.201
H -0.33549 7.16306 3.43025 0.013 -0.089 -0.038 0.120
H -1.08184 5.60052 3.80180 0.033 0.076 -0.053 0.120
H 1.88468 6.25826 3.83610 -0.035 -0.069 0.060 0.119
H 0.95406 5.48358 5.12815 0.016 -0.027 -0.093 0.119
H 0.72466 3.44554 3.84520 0.048 0.009 0.074 0.117
H 2.33432 3.97484 3.31152 -0.073 -0.018 -0.105 0.119
H 0.57418 6.32191 1.35318 -0.051 0.051 0.017 0.121
H -0.94587 5.40578 1.42655 0.116 -0.097 -0.006 0.106
```
Forces are in eV/Å.

Summary:
total charge: +1
spin multiplicity: 1

---

[4]
DFT (the ωB97M-V functional and the def2-TZVPD basis) results for a molecular structure, C3H11NO3S.

```
19
Properties=species:S:1:pos:R:3:forces:R:3:nbo_charge:R:1
C -0.17388 0.36587 -0.05765 1.085 -1.327 -1.418 -0.078
O -0.20958 -0.44779 -1.23462 0.608 -0.350 0.338 -0.918
C 1.14643 0.06630 0.78002 -3.086 -1.793 -0.835 -0.113
C 2.03538 1.22654 1.01267 1.105 0.111 3.149 -0.518
S 1.32518 2.67984 1.99997 0.005 -0.458 -0.637 -0.797
N 0.76453 -0.59305 2.10347 1.467 1.733 -0.697 -0.897
H -0.10669 1.38995 -0.44133 -0.727 0.252 0.809 0.164
H -1.07155 -0.01678 0.45283 0.026 1.323 0.733 0.142
H 1.52791 -0.72014 0.12249 0.818 0.150 0.181 0.194
H 2.61973 1.56535 0.17632 -0.065 0.045 -0.590 0.186
H 2.72933 0.79033 1.78969 0.043 0.519 -0.996 0.191
H 0.38766 0.27770 2.50008 -0.496 -0.827 0.829 0.379
H 0.08143 -1.32436 1.96681 -0.404 0.405 -0.218 0.343
H -2.70494 -1.72268 -0.80311 0.381 -0.076 -0.082 0.427
H -0.97959 -1.38714 -1.04618 -0.061 0.764 -0.760 0.492
O -1.92424 -2.14432 -1.19150 -0.349 -0.325 0.276 -1.155
H -2.09564 -0.70206 -2.67235 -0.391 0.501 -0.056 0.495
H -1.23572 0.44662 -2.51879 -0.619 -0.151 -0.005 0.503
O -2.11573 0.24979 -2.93882 0.660 -0.495 -0.020 -1.041
```
Forces are in eV/Å.

Summary:
total charge: -2
spin multiplicity: 1

---

no.,LUMO (Ha)
1,0.008
2,0.036
3,-0.183
4,0.222